Entry 1:
Here is a single C18H17N3O3S molecule from the OMol25 dataset. Energies are from wB97M-V/def2-TZVPD.

Calculated values
Electronic energy   -1484.186888 Eh
LUMO energy   -0.2 eV
SMILES string   CC(C)OC(=O)c1cccnc1SCc1cc(=O)n2ccccc2n1
Kohn-Sham gap   7.95 eV
HOMO   -8.20 eV

The geometry in ORCA input format:
```
! wB97M-V def2-TZVPD RIJCOSX def2/J DEFGRID3
* xyz 0 1
S -0.84118 -3.27667 -0.28828
O 1.95560 -0.36460 1.87621
O -1.05865 1.78044 -3.74255
O -0.17526 -0.95423 1.27222
N 1.16593 -3.50075 -1.72677
N -2.11100 1.57687 -1.72452
N -2.24963 -0.56321 -0.62902
C 0.73408 -2.71445 -0.76475
C 3.23934 -2.20370 -1.84619
C 1.30456 0.21742 4.29786
C -2.91439 1.35550 0.63812
C -1.53683 -0.40128 -2.95579
C 2.71389 -1.47122 -0.72160
C -1.57247 1.02007 -2.83265
C 1.41517 -1.64657 -0.18184
C -2.17031 3.02688 -1.55972
C -2.56656 3.61677 -0.34630
C 1.50611 0.68308 2.81630
C -1.85188 -1.16909 -1.78708
C -1.78314 -2.74141 -1.82603
C -2.43294 0.73817 -0.62803
C 2.49299 -3.28584 -2.20022
C 0.98571 -0.91394 1.02081
C -3.02218 2.73155 0.78467
C 2.53149 1.82670 2.61757
H -1.16214 -0.83285 -3.97130
H 0.62515 -0.69065 4.45625
H -3.35300 0.79694 1.46367
H 2.28818 -0.17104 4.65684
H 0.78934 1.01153 4.97279
H 2.90577 -3.88831 -2.92637
H 3.40522 -0.61638 -0.44184
H 2.69479 2.14553 1.54793
H -3.61937 3.24188 1.56107
H -2.77380 -3.20261 -1.89544
H 4.15501 -1.95082 -2.43100
H 2.06813 2.73108 3.03621
H -2.77159 4.72661 -0.32621
H 0.57277 1.18426 2.51770
H -1.36571 -3.20395 -2.70150
H -1.65521 3.68498 -2.23596
H 3.43800 1.66731 3.15472
*
```

How positive or negative is each atom? The Mulliken charges in e answer that: atom 1 (S): -0.20, atom 2 (O): -0.37, atom 3 (O): -0.75, atom 4 (O): -0.45, atom 5 (N): -0.61, atom 6 (N): 0.16, atom 7 (N): -0.38, atom 8 (C): 0.70, atom 9 (C): -0.41, atom 10 (C): -1.19, atom 11 (C): -0.53, atom 12 (C): -0.56, atom 13 (C): -0.34, atom 14 (C): 0.50, atom 15 (C): 0.42, atom 16 (C): -0.45, atom 17 (C): -0.42, atom 18 (C): 0.62, atom 19 (C): 0.64, atom 20 (C): -0.93, atom 21 (C): 0.41, atom 22 (C): -0.56, atom 23 (C): 0.38, atom 24 (C): -0.34, atom 25 (C): -1.25, atom 26 (H): 0.29, atom 27 (H): 0.31, atom 28 (H): 0.44, atom 29 (H): 0.31, atom 30 (H): 0.30, atom 31 (H): 0.43, atom 32 (H): 0.30, atom 33 (H): 0.32, atom 34 (H): 0.39, atom 35 (H): 0.44, atom 36 (H): 0.36, atom 37 (H): 0.39, atom 38 (H): 0.34, atom 39 (H): 0.16, atom 40 (H): 0.43, atom 41 (H): 0.39, atom 42 (H): 0.33



Entry 2:
Here is 13 unconnected molecules or ions with the total composition C22H69N23O14 from the OMol25 dataset. Energies are from wB97M-V/def2-TZVPD.

Calculated values
Electronic energy   -3192.632949 Eh
LUMO energy   0.0 eV
Kohn-Sham gap   8.32 eV
HOMO   -8.29 eV

The geometry in ORCA input format:
```
! wB97M-V def2-TZVPD RIJCOSX def2/J DEFGRID3
* xyz 0 1
O -7.41674 -2.63013 9.73695
O -9.76650 3.34877 6.81610
O -11.83673 -0.65525 2.62638
O -4.16236 1.34351 15.40028
O -7.25843 -0.49469 7.16406
O -4.24515 -1.15339 11.14880
O -10.46416 -2.32549 8.82579
O -3.87884 3.69805 10.00069
O -9.17406 2.39667 10.18756
O -8.41899 -0.28394 13.23234
O -7.61425 4.77348 12.47687
O -7.88875 -5.05079 8.25464
O -12.78272 4.93809 10.45637
O -4.57177 1.37896 7.26642
N -3.32723 -0.04805 9.46354
N -5.11327 4.09923 11.76460
N -8.19012 -2.33266 6.65730
N -11.80769 -0.56143 9.31894
N -6.43083 2.34371 6.58157
N -7.38658 -1.49320 14.70149
N -8.10859 0.42392 10.40080
N -8.46454 2.82020 13.14274
N -5.23537 -0.77960 9.17938
N -7.63269 -2.29203 12.77687
N -6.32873 -1.71313 5.53483
N -12.24801 0.50616 3.14438
N -11.90070 4.05462 8.60861
N -8.98748 1.08428 8.47451
N -10.64593 4.67325 10.35760
N -10.47229 5.08019 5.60518
N -7.36818 3.96076 14.54307
N -5.56469 1.13405 13.66352
N -5.99808 3.00773 10.00315
N -4.62908 3.50975 6.75542
N -12.75342 -2.40505 9.28543
N -8.80588 3.99204 4.91547
N -4.02890 -0.38061 14.01702
C -8.76401 1.33103 9.70934
C -5.17695 2.34217 6.80941
C -13.61271 0.90307 1.10019
C -11.59171 -1.82960 9.11455
C -13.58818 0.77450 2.61637
C -11.98089 0.69216 4.61406
C -12.47592 2.05590 5.04252
C -7.90504 -1.32694 13.55857
C -9.70027 4.07116 5.86841
C -4.91326 3.56479 10.56951
C -7.84644 3.91682 13.33600
C -4.55155 0.72013 14.40387
C -13.97627 2.24790 4.66477
C -6.75221 -3.83106 9.92966
C -11.82040 4.52724 9.84605
C -6.59370 -4.42216 8.55869
C -12.66024 -0.35198 5.55127
C -7.23611 -1.49283 6.48273
C -10.41926 0.63536 4.90662
C -4.32890 -0.69965 10.09923
C -14.13119 2.14524 3.13675
C -14.68067 -0.29930 2.93174
H -4.37755 -0.75988 13.14828
H -6.23240 -2.62273 5.10652
H -7.50284 -0.79042 15.41751
H -11.05382 3.86258 8.09285
H -13.68892 -0.14230 5.84445
H -5.76017 -3.59558 10.31501
H -7.16836 -4.51135 10.67271
H -12.64784 -1.35932 5.13508
H -7.69489 3.37896 15.30127
H -6.06663 1.97045 13.92541
H -7.94227 0.49201 11.39468
H -6.83978 -2.33104 14.83977
H -8.84305 -2.34746 7.42774
H -11.93695 2.88668 4.58710
H -4.34313 4.37866 12.35528
H -10.65307 4.76013 11.36383
H -12.83025 1.60840 0.82022
H -6.05780 3.99992 12.10827
H -7.97765 -5.95760 8.55694
H -10.14500 -0.38543 4.64041
H -8.40720 2.11819 13.86661
H -5.33514 -0.16016 8.38790
H -14.58935 1.25628 0.76926
H -12.78399 -0.30415 9.34614
H -10.34714 5.25976 4.61918
H -15.19615 2.18586 2.90805
H -6.00304 -1.40329 9.38385
H -12.44119 -1.22859 3.10336
H -3.63054 0.28677 8.56022
H -3.62041 3.46493 6.78134
H -11.40222 4.91875 5.96469
H -14.60672 -1.15718 2.26340
H -12.05200 -0.33672 6.45565
H -7.98193 -3.18590 6.15856
H -5.10399 4.35436 6.47050
H -9.85798 1.27041 4.22123
H -12.81303 -3.40663 9.40108
H -13.53206 -1.81032 9.53059
H -12.75390 4.43665 8.22626
H -8.36098 -2.80273 9.75179
H -6.78332 4.76022 14.74030
H -5.93790 2.53881 9.11063
H -14.19206 3.28727 4.91225
H -14.81025 -0.66602 3.94999
H -9.41276 1.80625 7.91058
H -5.61516 -0.99974 5.57948
H -6.89754 3.17097 6.23817
H -11.12768 0.17704 9.20788
H -15.67681 0.12815 2.81735
H -7.97920 -0.47536 9.95960
H -3.30902 -0.71296 14.64265
H -6.71976 1.37607 6.56434
H -2.43407 0.08980 9.91450
H -5.84616 -5.20480 8.42922
H -14.75707 1.60394 5.06947
H -9.90509 4.19637 9.86380
H -6.46457 -3.64543 7.80496
H -7.25863 -3.17142 13.10373
H -8.07404 3.29804 4.86177
H -13.38755 -0.04924 0.62009
H -8.78121 4.71329 4.20887
H -7.59489 -1.96782 11.82106
H -6.02847 0.57141 12.96463
H -8.26315 0.51646 8.05854
H -12.28350 2.21832 6.10304
H -8.95918 2.76668 12.26378
H -6.75190 2.79374 10.64039
H -13.61495 2.98604 2.67345
H -10.18935 0.92314 5.93250
*
```

Atomic partial charges in e from the Mulliken method, atoms 1 to 99: atom 1 (O): -0.02, atom 2 (O): -0.33, atom 3 (O): -0.44, atom 4 (O): -0.81, atom 5 (O): -0.21, atom 6 (O): -0.71, atom 7 (O): -0.71, atom 8 (O): -0.70, atom 9 (O): -0.51, atom 10 (O): -0.62, atom 11 (O): -0.67, atom 12 (O): -0.56, atom 13 (O): -0.79, atom 14 (O): -0.85, atom 15 (N): -0.29, atom 16 (N): -0.18, atom 17 (N): -0.07, atom 18 (N): -0.17, atom 19 (N): 0.18, atom 20 (N): -0.36, atom 21 (N): 1.24, atom 22 (N): -0.11, atom 23 (N): 0.30, atom 24 (N): -0.27, atom 25 (N): -0.34, atom 26 (N): 0.13, atom 27 (N): -0.12, atom 28 (N): 2.37, atom 29 (N): -0.22, atom 30 (N): -0.50, atom 31 (N): -0.31, atom 32 (N): 0.27, atom 33 (N): -0.08, atom 34 (N): -0.24, atom 35 (N): -0.38, atom 36 (N): -0.44, atom 37 (N): -0.21, atom 38 (C): -0.49, atom 39 (C): -0.03, atom 40 (C): -1.88, atom 41 (C): 0.55, atom 42 (C): 1.57, atom 43 (C): 2.08, atom 44 (C): -0.96, atom 45 (C): 0.66, atom 46 (C): 0.37, atom 47 (C): 0.44, atom 48 (C): 0.45, atom 49 (C): 0.49, atom 50 (C): -0.82, atom 51 (C): -0.70, atom 52 (C): 0.40, atom 53 (C): -0.04, atom 54 (C): -1.51, atom 55 (C): -0.29, atom 56 (C): -1.78, atom 57 (C): 0.31, atom 58 (C): -1.32, atom 59 (C): -1.76, atom 60 (H): 0.18, atom 61 (H): 0.21, atom 62 (H): 0.20, atom 63 (H): 0.16, atom 64 (H): 0.26, atom 65 (H): 0.22, atom 66 (H): 0.51, atom 67 (H): 0.38, atom 68 (H): 0.18, atom 69 (H): 0.16, atom 70 (H): -0.09, atom 71 (H): 0.14, atom 72 (H): -0.16, atom 73 (H): 0.25, atom 74 (H): 0.25, atom 75 (H): 0.24, atom 76 (H): 0.46, atom 77 (H): -0.17, atom 78 (H): 0.30, atom 79 (H): 0.69, atom 80 (H): 0.16, atom 81 (H): 0.37, atom 82 (H): 0.36, atom 83 (H): 0.17, atom 84 (H): 0.18, atom 85 (H): 0.51, atom 86 (H): -0.35, atom 87 (H): 0.45, atom 88 (H): 0.20, atom 89 (H): 0.26, atom 90 (H): 0.35, atom 91 (H): 0.46, atom 92 (H): 0.08, atom 93 (H): 0.28, atom 94 (H): 0.15, atom 95 (H): 0.44, atom 96 (H): 0.26, atom 97 (H): 0.11, atom 98 (H): 0.25, atom 99 (H): 0.12



Entry 3:
Here is a single C19H18ClN3O3S2 molecule from the OMol25 dataset. Energies are from wB97M-V/def2-TZVPD.

Calculated values
Electronic energy   -2381.360339 Eh
LUMO energy   0.3 eV
SMILES string   COc1ccc(Cc2nnc(NC(=O)CSc3ccc(Cl)cc3)s2)cc1OC
Kohn-Sham gap   8.47 eV
HOMO   -8.15 eV

The geometry in ORCA input format:
```
! wB97M-V def2-TZVPD RIJCOSX def2/J DEFGRID3
* xyz 0 1
Cl 0.30215 3.52582 2.91435
S -0.07341 -2.92764 -2.53806
S -0.18989 -2.57074 1.62821
O -2.75407 3.56749 -0.27931
O 1.61218 -5.64650 1.20192
O 0.12170 3.52998 -0.36572
N 1.18735 -4.31549 -0.55006
N 1.70651 -2.04050 -0.92570
N 1.38466 -1.01316 -1.69434
C -2.76264 1.78733 -1.76360
C -2.20554 4.78793 0.17386
C 1.46182 -4.52719 0.78550
C 0.49206 -1.26010 -2.57982
C -0.60900 2.65088 -1.11688
C 1.21256 -0.32727 2.50871
C -0.08025 -0.24757 -3.50246
C -2.16606 0.82974 -2.56232
C 1.29160 1.02584 2.78507
C 1.50152 -3.28751 1.64187
C 1.05750 -3.12001 -1.19967
C -0.93152 1.34325 1.91189
C 1.52419 3.43393 -0.38998
C 0.06526 -0.84688 1.92694
C -0.78837 0.79476 -2.66785
C -2.01544 2.71029 -1.04078
C -0.02728 1.69886 -1.93974
C -0.99765 -0.00281 1.61542
C 0.21587 1.85149 2.50233
H 0.73089 0.21801 -4.06725
H -3.05415 5.35619 0.55500
H 1.77397 -3.56051 2.66046
H 1.87618 4.18554 0.31510
H -1.73482 5.34120 -0.64164
H 2.17863 -2.55228 1.21134
H 1.92646 3.65454 -1.38403
H -1.47763 4.63871 0.97287
H 2.18150 1.43275 3.23962
H 0.98691 -5.15498 -1.08018
H -0.77186 -0.72555 -4.19550
H -1.76570 1.98860 1.68981
H 1.04493 1.62503 -2.00799
H 1.86434 2.44484 -0.06721
H -2.77829 0.12614 -3.10577
H 2.04427 -0.96313 2.76626
H -1.88264 -0.41191 1.15347
H -3.83608 1.84102 -1.67493
*
```

How positive or negative is each atom? The Mulliken charges in e answer that: atom 1 (Cl): -0.22, atom 2 (S): -0.27, atom 3 (S): -0.16, atom 4 (O): -0.47, atom 5 (O): -0.60, atom 6 (O): -0.38, atom 7 (N): -0.03, atom 8 (N): -0.29, atom 9 (N): -0.33, atom 10 (C): -0.74, atom 11 (C): -0.56, atom 12 (C): 0.16, atom 13 (C): 0.37, atom 14 (C): 1.41, atom 15 (C): -0.36, atom 16 (C): -1.08, atom 17 (C): -0.90, atom 18 (C): -0.86, atom 19 (C): -0.61, atom 20 (C): 0.32, atom 21 (C): -0.80, atom 22 (C): -1.09, atom 23 (C): 0.67, atom 24 (C): 0.18, atom 25 (C): 0.29, atom 26 (C): -0.13, atom 27 (C): -0.48, atom 28 (C): 0.53, atom 29 (H): 0.27, atom 30 (H): 0.30, atom 31 (H): 0.48, atom 32 (H): 0.26, atom 33 (H): 0.29, atom 34 (H): 0.50, atom 35 (H): 0.39, atom 36 (H): 0.07, atom 37 (H): 0.44, atom 38 (H): 0.24, atom 39 (H): 0.51, atom 40 (H): 0.40, atom 41 (H): 0.31, atom 42 (H): 0.39, atom 43 (H): 0.37, atom 44 (H): 0.36, atom 45 (H): 0.41, atom 46 (H): 0.43